(1)
Formula: C23H22ClSi
Source: OMol25
Level of theory: ωB97M-V with the def2-TZVPD basis set

Properties
- orbital gap (eV) = 5.8
- electronic energy (eV) = -44600.620
- charge = +1
- HOMO energy (eV) = -11.45

XYZ file:
```
47
Properties=species:S:1:pos:R:3:forces:R:3:nbo_charge:R:1
Cl -4.597 4.014 -1.152 0.04 -0.14 -0.05 0.1068
Si 0.635 -0.417 1.427 -0.22 -0.10 0.30 1.1974
C 0.701 1.413 1.656 -0.36 0.50 -0.11 -0.5049
C 3.203 -1.417 2.134 0.27 -0.04 -0.47 -0.2160
C 0.455 2.254 0.555 0.26 0.50 0.46 -0.1449
C -3.795 0.145 -0.588 0.10 0.50 -0.07 -0.1072
C -4.423 1.389 -0.550 0.21 -0.41 -0.11 -0.2382
C -1.914 -1.316 -1.285 -1.02 -0.08 -1.62 0.3181
C -3.884 2.465 -1.273 0.37 -0.66 0.06 0.0385
C 0.565 3.645 0.699 -0.01 -0.12 0.14 -0.2310
C -2.765 2.270 -2.102 0.06 -0.44 -0.04 -0.2402
C -1.658 -3.600 -1.015 -0.08 1.55 -0.16 0.0849
C 2.324 -1.086 1.084 0.29 -0.43 -0.37 -0.4084
C -2.604 -0.055 -1.339 -0.16 0.28 0.27 -0.1183
C 0.888 4.204 1.945 -0.03 -0.52 -0.07 -0.1945
C -0.864 -1.709 -2.283 0.54 -0.72 0.15 -0.5010
C -0.596 -3.234 -2.021 -0.34 0.96 -0.04 -0.4792
C 4.499 -1.876 1.852 -0.23 0.10 -0.26 -0.1977
C -2.393 -2.483 -0.627 0.83 -1.10 0.19 -0.3170
C -2.156 1.020 -2.157 -0.06 0.11 0.17 -0.1139
C 4.044 -1.696 -0.527 -0.10 0.02 0.11 -0.2102
C 1.015 1.974 2.908 0.02 0.43 -0.36 -0.1890
C 2.749 -1.233 -0.249 0.65 -0.17 0.33 -0.2358
C 1.113 3.366 3.049 -0.08 -0.14 -0.29 -0.1986
C 4.920 -2.022 0.520 -0.49 0.18 0.11 -0.1945
H -0.706 -3.771 -2.975 -0.04 -0.19 0.38 0.2638
H 1.368 3.801 4.018 -0.10 -0.14 -0.30 0.2254
H -1.336 0.853 -2.862 -0.15 0.19 0.41 0.2303
H 0.401 4.293 -0.167 0.03 -0.18 0.33 0.2157
H 2.880 -1.305 3.174 0.13 -0.08 -0.35 0.2187
H -5.332 1.530 0.029 0.20 -0.02 -0.10 0.2533
H -2.394 3.096 -2.704 -0.09 -0.20 0.12 0.2526
H 0.056 -1.105 -2.272 -0.39 -0.11 0.16 0.2677
H 0.966 5.287 2.056 -0.02 -0.36 -0.05 0.2259
H 5.926 -2.385 0.301 -0.34 0.14 0.07 0.2271
H -3.213 -2.459 0.092 0.37 -0.28 -0.25 0.2502
H 1.194 1.323 3.770 -0.07 0.26 -0.28 0.2178
H -1.799 -4.627 -0.682 -0.16 0.32 0.02 0.2452
H 0.197 1.827 -0.422 0.10 0.17 0.35 0.1860
H 4.373 -1.798 -1.565 -0.08 0.02 0.37 0.2191
H 2.079 -0.963 -1.077 0.28 -0.11 0.30 0.1893
H 0.434 -3.421 -1.671 -0.41 -0.05 0.09 0.2735
H -4.236 -0.700 -0.063 0.08 0.39 0.05 0.2257
H -0.339 -0.748 0.307 0.49 0.13 0.31 -0.2254
H -1.296 -1.598 -3.292 0.03 0.10 0.33 0.2706
H 5.183 -2.119 2.668 -0.24 0.06 -0.26 0.2263
H 0.133 -1.030 2.673 -0.12 -0.11 0.03 -0.1639
```
Positions in Å, forces in eV/Å.

(2)
Formula: C8H16Br2F6O9S2V
Source: OMol25
Level of theory: ωB97M-V with the def2-TZVPD basis set

Properties
- ⟨S²⟩ = 0.771
- multiplicity = 2
- orbital gap (alpha / beta) (eV) = 7.0 / 7.0
- electronic energy (eV) = -230736.809
- charge = -2
- HOMO energy (alpha / beta) (eV) = -2.54 / -2.55
- ΔE to the lowest compared entry with this formula, charge and spin (eV) = 0.351

XYZ file:
```
44
Properties=species:S:1:pos:R:3:forces:R:3:nbo_charge:R:1
Br -3.366 -0.486 -2.027 0.99 0.14 0.41 -0.6303
Br 0.121 -2.168 -3.678 -0.59 0.40 0.71 -0.6170
V -0.774 -0.963 -1.373 -0.05 -1.80 -0.95 1.3601
S -1.703 -4.302 -0.674 -0.71 -0.08 -1.06 2.3645
S 2.351 -2.497 -0.435 0.99 -0.54 -0.37 2.3778
F 3.079 -1.046 1.630 -0.09 0.11 0.44 -0.3499
F 1.571 -2.529 2.160 -0.01 0.07 0.03 -0.3321
F 3.624 -3.113 1.941 0.11 -0.09 -0.28 -0.3336
F -2.304 -3.955 1.898 -0.04 -0.15 0.22 -0.3359
F -3.205 -5.732 1.027 0.01 -0.20 0.16 -0.3350
F -3.998 -3.776 0.568 -0.05 -0.07 0.13 -0.3305
O 0.020 0.288 -1.749 0.18 1.22 -0.27 -0.5226
O 0.242 3.034 -0.739 0.58 0.45 0.10 -0.5343
O -0.561 -5.091 -0.303 -0.33 0.09 0.09 -0.9417
O -2.507 -4.759 -1.807 0.78 0.44 1.38 -0.9506
O -1.476 -2.840 -0.642 -0.21 -0.54 0.18 -1.0057
O 1.070 -1.800 -0.535 -0.20 0.09 0.47 -0.9942
O -1.117 -0.146 0.662 0.25 0.15 0.06 -0.7101
O 2.353 -3.915 -0.666 -0.31 0.37 0.32 -0.9361
O 3.465 -1.783 -1.031 -0.47 0.06 0.50 -0.9759
C -1.928 3.815 -1.264 -0.14 0.98 -0.69 -0.6238
C -0.046 0.207 1.561 -0.37 -0.31 0.50 -0.0653
C 2.429 2.120 -0.160 0.72 -0.27 -0.51 -0.6465
C -0.423 4.098 -1.390 -0.84 -0.68 0.35 -0.0565
C 2.674 -2.319 1.430 -0.25 0.23 -0.86 0.6918
C -2.866 -4.461 0.791 0.37 0.61 -0.89 0.6931
C 1.612 3.337 -0.500 -0.52 0.48 0.34 -0.0519
C -0.355 1.522 2.269 -0.42 0.07 -1.08 -0.6533
H -2.310 3.556 -2.251 -0.17 -0.63 0.27 0.2214
H -0.005 -0.601 2.295 0.31 0.04 0.01 0.1784
H -0.669 2.271 1.535 0.29 -0.05 -0.17 0.2280
H 2.547 1.922 0.904 -0.33 -0.06 0.02 0.1983
H -1.238 1.393 2.902 0.36 0.01 0.53 0.1900
H 2.042 3.859 -1.363 -0.10 -0.14 -0.17 0.1555
H 2.083 1.232 -0.693 -0.19 0.03 0.15 0.2708
H -0.143 4.103 -2.447 0.18 0.17 -0.04 0.1667
H 3.440 2.290 -0.546 0.04 -0.03 0.14 0.2067
H -0.204 5.082 -0.955 0.36 -0.08 0.16 0.1426
H 1.633 4.058 0.334 0.17 0.08 -0.05 0.1430
H -2.148 3.071 -0.508 0.09 -0.31 -0.20 0.2334
H 0.528 1.921 2.762 -0.15 -0.13 0.44 0.2155
H -2.493 4.719 -1.004 0.21 0.04 0.16 0.1814
H -1.929 0.173 1.066 -0.33 -0.27 -0.50 0.4939
H 0.882 0.213 1.004 -0.10 0.09 -0.17 0.2201
```
Positions in Å, forces in eV/Å.

Q: Among the records above, which one has the highest charge?
A: C23H22ClSi

Q: What is the charge in the first record?
A: +1